The following is a quantum chemistry calculation of a 2-piece molecular cluster, C3H12NOS overall in a non-equilibrium geometry, from OMol25.

The energy relative to the best compared isomer or geometry (same formula, charge and spin) comes out at 0.281 eV. Its net charge is +1. The HOMO-LUMO gap is 10.223 eV. The calculation puts the LUMO energy at -3.2553 eV. Its largest force on an atom is 1.25 eV Å⁻¹.

Last columns: bonded neighbours and bond lengths (Å).
Element x y z (Å)
1 C 0.532 -1.441 1.403  C2 1.500, H6 1.086, H7 1.087, H8 1.080
2 C 0.594 -0.185 0.584  C1 1.500, C3 1.514, N5 1.564, H9 1.085
3 C -0.686 0.217 -0.118  C2 1.514, S4 1.816, H10 1.089, H11 1.088
4 S -0.584 1.853 -0.899  C3 1.816, H12 1.342
5 N 0.973 0.973 1.565  C2 1.564, H13 1.015, H14 1.016, H15 1.035
6 H 0.573 -2.327 0.776  C1 1.086
7 H -0.410 -1.580 1.927  C1 1.087
8 H 1.336 -1.560 2.114  C1 1.080
9 H 1.455 -0.215 -0.077  C2 1.085
10 H -0.912 -0.528 -0.879  C3 1.089
11 H -1.526 0.268 0.573  C3 1.088
12 H 0.394 1.525 -1.758  S4 1.342
13 H 0.972 0.615 2.515  N5 1.015
14 H 1.902 1.335 1.370  N5 1.016
15 H 0.312 1.758 1.427  N5 1.035
16 H 0.091 -3.588 -1.647  O18 0.966
17 H -1.202 -2.878 -2.120  O18 0.961
18 O -0.492 -2.836 -1.474  H16 0.966, H17 0.961

Results of the Löwdin charge analysis, in e, for atoms 1 through 5: C -0.0466; C -0.3788; C -0.5122; S 0.7825; N 0.1942